1.
{"formula": "C40H73N2O15P", "method": "ωB97M-V/def2-TZVPD", "molar_mass_g_mol": 853.0, "total_energy_ha": -3147.2068, "homo_ev": -8.59, "spin_multiplicity": 1, "species": ["C", "C", "O", "P", "O", "C", "C", "C", "C", "C", "C", "C", "C", "C", "C", "N", "C", "C", "C", "C", "C", "O", "N", "C", "O", "O", "C", "C", "H", "H", "H", "H", "H", "H", "H", "H", "H", "H", "H", "H", "H", "H", "H", "H", "H", "H", "H", "H", "H", "H", "H", "C", "O", "C", "C", "O", "C", "H", "H", "H", "H", "H", "H", "H", "H", "H", "H", "C", "O", "C", "C", "O", "C", "H", "H", "H", "H", "H", "H", "H", "H", "H", "H", "C", "O", "C", "C", "O", "C", "H", "H", "H", "H", "H", "H", "H", "H", "H", "H", "C", "O", "C", "C", "O", "C", "H", "H", "H", "H", "H", "H", "H", "H", "H", "H", "C", "O", "C", "C", "O", "C", "H", "H", "H", "H", "H", "H", "H", "H", "H", "H"], "xyz": [[0.2538, -2.8283, 2.5183], [-0.9378, -2.0496, 1.8660], [-0.5959, -0.7050, 1.4588], [-1.9645, 0.1284, 0.9438], [-2.5265, 0.8103, 2.1519], [-1.4911, 1.4755, -0.2746], [0.0116, 1.8930, -0.0303], [1.0700, 1.0602, -0.8561], [2.0260, 0.1792, -0.0037], [2.2736, -1.2324, -0.3225], [1.6293, -1.9261, -1.5503], [0.5551, -2.8862, -1.4183], [-0.1022, -3.5766, -2.5256], [0.4835, -3.2216, -3.8358], [1.5793, -2.2747, -3.8096], [2.1445, -1.6216, -2.7724], [3.1532, -2.0459, 0.5049], [3.8508, -1.4963, 1.6640], [3.6426, -0.1018, 1.9736], [2.7254, 0.7133, 1.1451], [2.7635, 2.1318, 1.7670], [2.2141, 3.1596, 1.4817], [3.7046, 2.0538, 2.8481], [4.2601, 0.7739, 3.1174], [5.0133, 0.4376, 3.9834], [-3.0504, -0.8390, 0.1464], [-4.0597, -1.4192, 1.0228], [-4.1443, -2.9692, 0.6344], [0.8523, -2.2237, 3.2426], [-0.1819, -3.6915, 3.1006], [0.9152, -3.2963, 1.7425], [-1.7548, -1.9936, 2.6418], [-1.3138, -2.6072, 0.9705], [-2.1394, 2.3453, 0.0243], [-1.7424, 1.2125, -1.3308], [0.1926, 1.8527, 1.0728], [0.1005, 2.9647, -0.3580], [1.7114, 1.7918, -1.4161], [0.5526, 0.3605, -1.5709], [0.1784, -3.0933, -0.3869], [-0.9235, -4.3086, -2.4019], [0.1026, -3.6670, -4.7827], [2.0287, -2.0483, -4.8122], [3.3162, -3.1259, 0.2696], [4.5369, -2.0755, 2.3172], [4.3384, 2.8532, 2.9382], [-3.7956, -1.3828, 2.1054], [-5.0203, -0.8836, 0.7968], [-3.6360, -3.0939, -0.3552], [-3.5426, -3.5122, 1.4065], [-5.2055, -3.3074, 0.5838], [-3.0649, 4.4150, -3.8790], [-2.3835, 3.1718, -3.8109], [-2.5483, 2.3964, -4.9939], [-1.3188, 2.4766, -5.8820], [-1.1413, 3.7854, -6.4083], [-0.1386, 4.5130, -5.7131], [-2.7227, 5.0334, -3.0487], [-2.8590, 4.9412, -4.8136], [-4.1430, 4.2556, -3.7753], [-3.4471, 2.7040, -5.5382], [-2.6871, 1.3572, -4.6783], [-1.4580, 1.8052, -6.7356], [-0.4249, 2.1498, -5.3405], [0.8518, 4.1373, -5.9887], [-0.2670, 4.4484, -4.6300], [-0.2108, 5.5595, -6.0101], [-3.1682, 4.7045, 6.4733], [-2.4843, 3.4643, 6.5246], [-2.6551, 2.6967, 5.3334], [-1.4370, 2.7865, 4.4330], [-1.2706, 4.1046, 3.9118], [-0.2644, 4.8354, 4.5923], [-2.8219, 5.3161, 7.3075], [-2.9701, 5.2406, 5.5423], [-4.2458, 4.5417, 6.5826], [-3.5592, 3.0056, 4.7987], [-2.7877, 1.6554, 5.6424], [-1.5852, 2.1218, 3.5782], [-0.5346, 2.4593, 4.9614], [0.7253, 4.4678, 4.2997], [-0.3758, 4.7659, 5.6776], [-0.3488, 5.8825, 4.2997], [-5.6062, -6.4848, -0.8933], [-5.0375, -5.5781, -1.8280], [-4.2673, -6.2407, -2.8248], [-5.0336, -6.3602, -4.1310], [-6.1520, -7.2286, -3.9990], [-7.3766, -6.5231, -3.8649], [-6.3436, -5.9435, -0.2999], [-6.1040, -7.3211, -1.3886], [-4.8276, -6.8632, -0.2230], [-3.9389, -7.2241, -2.4724], [-3.3742, -5.6301, -2.9954], [-4.3743, -6.8015, -4.8853], [-5.3447, -5.3748, -4.4927], [-7.6702, -6.0998, -4.8310], [-7.3063, -5.7258, -3.1210], [-8.1418, -7.2306, -3.5461], [2.3996, -2.9435, 7.1447], [3.0419, -4.2093, 7.1641], [2.8434, -4.9402, 5.9599], [4.0645, -4.8684, 5.0592], [4.2720, -3.5482, 4.5719], [5.3047, -2.8624, 5.2698], [2.7684, -2.3647, 7.9916], [2.6137, -2.3921, 6.2263], [1.3177, -3.0724, 7.2537], [1.9489, -4.5885, 5.4345], [2.6764, -5.9840, 6.2446], [3.8948, -5.5082, 4.1868], [4.9550, -5.2378, 5.5777], [6.2811, -3.2540, 4.9652], [5.1943, -2.9536, 6.3529], [5.2516, -1.8072, 5.0024], [6.5527, 5.1372, -4.8238], [6.0121, 6.4145, -4.5242], [4.8611, 6.7169, -5.3052], [3.5826, 6.5187, -4.5093], [3.3726, 5.1464, -4.1959], [3.7238, 4.8371, -2.8551], [7.2828, 4.8904, -4.0526], [5.7833, 4.3620, -4.8361], [7.0628, 5.1657, -5.7921], [4.8465, 6.1204, -6.2234], [4.9381, 7.7706, -5.5912], [2.7345, 6.8391, -5.1232], [3.5887, 7.1299, -3.6011], [2.9657, 5.2319, -2.1706], [4.7038, 5.2402, -2.5889], [3.7544, 3.7518, -2.7546]], "mulliken_charge": [-1.14, -0.15, 0.06, 0.47, -0.73, -0.80, -0.37, -0.51, 0.86, 1.52, -0.99, 0.08, -0.81, -0.33, -0.37, -0.44, -0.30, -0.51, -0.49, 0.42, -0.02, -0.55, 0.01, 0.17, -0.59, -0.28, -0.21, -0.94, 0.24, 0.40, 0.16, 0.37, 0.24, 0.47, 0.33, -0.05, 0.58, 0.12, 0.38, -0.02, 0.48, 0.36, 0.36, 0.40, 0.26, 0.31, 0.26, 0.43, 0.14, 0.25, 0.36, -0.86, -0.23, -0.47, -0.54, -0.41, -0.72, 0.24, 0.36, 0.31, 0.35, 0.36, 0.39, 0.29, 0.35, 0.28, 0.31, -0.71, -0.39, -0.66, 0.50, -0.38, -0.72, 0.24, 0.30, 0.33, 0.35, 0.33, -0.32, 0.34, 0.21, 0.35, 0.27, -0.87, -0.25, -0.11, -0.63, -0.37, -0.68, 0.24, 0.43, 0.32, 0.39, 0.02, 0.37, 0.33, 0.32, 0.27, 0.25, -0.64, -0.39, -0.38, -0.57, -0.14, -0.74, 0.25, 0.23, 0.32, 0.19, 0.39, 0.35, 0.37, 0.29, 0.45, 0.07, -0.72, -0.37, -0.56, -0.46, -0.31, -0.79, 0.25, 0.30, 0.33, 0.31, 0.40, 0.35, 0.35, 0.34, 0.36, 0.24]}

***

2.
{"formula": "C8H17N", "method": "ωB97M-V/def2-TZVPD", "molar_mass_g_mol": 127.2, "e_above_lowest_kcal_mol": 70.9, "total_energy_ha": -369.6411, "homo_ev": -7.40, "spin_multiplicity": 1, "species": ["C", "C", "C", "C", "C", "C", "C", "N", "C", "H", "H", "H", "H", "H", "H", "H", "H", "H", "H", "H", "H", "H", "H", "H", "H", "H"], "xyz": [[0.5027, 0.5317, 0.0074], [-0.8746, 0.0004, -2.2053], [0.9930, -0.2773, 1.7928], [-0.5660, 1.5499, 0.3560], [1.7708, 1.1741, -0.5313], [-0.1710, -0.8782, 2.5414], [0.1253, -0.6499, -0.6452], [-2.2739, -0.1959, -2.0486], [0.3714, -1.9356, -0.7100], [-2.6892, 0.4257, -1.3663], [-2.5087, -1.1521, -1.8107], [-0.6409, 1.0352, -2.4367], [-0.4687, -0.6461, -2.9800], [1.8020, -0.9825, 1.6143], [1.4014, 0.6065, 2.2812], [-0.2341, 2.1363, 1.2135], [-0.7270, 2.2565, -0.4593], [-1.5105, 1.0738, 0.6086], [1.5501, 1.7705, -1.4182], [2.1913, 1.8410, 0.2221], [2.5166, 0.4269, -0.7932], [0.0101, -2.5345, -1.5356], [0.8850, -2.4696, 0.0758], [-0.6155, -1.7084, 1.9882], [0.1186, -1.2581, 3.5290], [-0.9583, -0.1406, 2.7100]], "mulliken_charge": [1.84, -1.04, -0.83, -1.93, -1.52, -0.98, -0.03, -0.51, -0.98, 0.25, 0.29, 0.32, 0.46, 0.42, 0.43, 0.41, 0.43, 0.39, 0.38, 0.38, 0.36, 0.30, 0.28, 0.26, 0.38, 0.25]}